Here is a molecular structure, C5H12LaO3 in a non-equilibrium geometry from the OMol25 dataset. Energies are from the ωB97M-V functional and the def2-TZVPD basis.

CARTESIAN COORDINATES (ANGSTROEM)
H1 4.4383 -0.7302 0.9306
C1 -2.8650 -0.2222 -1.4974
O1 -1.9521 0.1587 -2.4784
C2 -2.3769 0.1538 -0.1024
O2 -1.0028 -0.2802 0.0079
C3 -0.4185 -0.0470 1.2861
C4 1.0834 -0.2028 1.1759
O3 1.4891 0.4856 0.0210
C5 2.8674 0.3611 -0.2531
La1 -0.1934 0.0209 -2.1969
H2 -3.0472 -1.3150 -1.5185
H3 -3.8469 0.2667 -1.6342
H4 -2.9635 -0.3410 0.6843
H5 -2.4020 1.2449 0.0487
H6 -0.8143 -0.7881 1.9943
H7 -0.6839 0.9632 1.6335
H8 1.3676 -1.2681 1.0953
H9 1.5667 0.2148 2.0761
H10 3.2715 1.0673 -1.1441
H11 3.4133 0.8961 0.5431
H12 3.0693 -0.6386 -0.6716

Max |F|: 12.99 eV/Å
Charge: +2
Energy above the lowest of the compared OMol25 structures with the same formula, charge and spin: 0.834 eV
Highest occupied orbital energy (spin up / spin down): -0.584 / -0.676 Ha
HOMO-LUMO gap (spin up / spin down): 7.32 / 9.80 eV
<S²>: 0.75
Multiplicity: 2
Energy: -454.2252 hartree

=====

Here is a single C5H12N molecule in a non-equilibrium geometry from the OMol25 dataset. Energies are from the ωB97M-V functional and the def2-TZVPD basis.

CARTESIAN COORDINATES (ANGSTROEM)
C1 1.2948 1.8725 -0.8848
C2 0.1414 1.0943 -1.5262
C3 0.0987 -0.3943 -1.1617
C4 0.1596 -0.7056 0.2962
C5 -0.7860 -1.5310 0.8992
N1 -1.1400 -1.3172 2.3068
H1 1.3711 1.6849 0.1841
H2 1.1751 2.9415 -1.0274
H3 2.2576 1.5527 -1.2893
H4 0.2208 1.1729 -2.6153
H5 -0.7829 1.5973 -1.2300
H6 0.9089 -0.8564 -1.7379
H7 -0.8554 -0.7625 -1.5354
H8 0.9524 -0.2718 0.9083
H9 -1.3093 -2.3281 0.3837
H10 -0.7034 -1.9715 2.9517
H11 -2.1609 -1.4180 2.4881
H12 -0.8425 -0.3595 2.5897

Max |F|: 1.27 eV/Å
Energy above the lowest of the compared OMol25 structures with the same formula, charge and spin: 2.079 eV
Highest occupied orbital energy (spin up / spin down): -0.148 / -0.291 Ha
HOMO-LUMO gap (spin up / spin down): 4.78 / 8.36 eV
<S²>: 0.75
Multiplicity: 2
Energy: -252.3094 hartree

=====

Here is a gas-phase ion, C5H12N (charge +1) in a non-equilibrium geometry from the OMol25 dataset. Energies are from the ωB97M-V functional and the def2-TZVPD basis.

CARTESIAN COORDINATES (ANGSTROEM)
C1 -0.8208 2.4660 -0.9354
C2 -0.0007 1.3312 -0.7596
C3 -0.6874 -0.0696 -0.7106
C4 -0.8492 -0.8614 0.5875
C5 0.5870 -0.7713 1.3198
N1 1.3957 -1.4520 0.3158
H1 -1.9294 2.4442 -0.6403
H2 -0.2965 3.3602 -0.7330
H3 1.0822 1.1906 -0.7934
H4 -0.3306 -0.7230 -1.6346
H5 -1.6509 0.0100 -1.0764
H6 -1.5451 -0.4715 1.3195
H7 -1.2819 -1.8327 0.3565
H8 1.0549 0.1801 1.6699
H9 0.6345 -1.4679 2.1347
H10 1.2730 -2.4058 -0.1190
H11 2.2133 -1.6913 0.8996
H12 1.6332 -0.9982 -0.6044

Max |F|: 5.24 eV/Å
Charge: +1
Energy above the lowest of the compared OMol25 structures with the same formula, charge and spin: 3.549 eV
Highest occupied orbital energy: -0.488 Ha
HOMO-LUMO gap: 9.46 eV
Energy: -252.1007 hartree